(1)
Here is a cluster of 3 separate species, C18H36NO10P in total from OMol25. Energies are from ωB97M-V with the def2-TZVPD basis set.

Each line ends with the Mulliken charge.
Element x y z (Å)
N 2.83 3.05 -1.62  -0.68
P 2.74 2.43 -3.06  0.40
C 2.13 0.73 -3.13  0.01
C 0.87 0.31 -3.08  0.25
C -0.47 0.92 -2.96  -0.06
C -0.59 2.41 -3.21  -0.66
O -1.93 2.82 -2.99  -0.50
C 0.91 -1.19 -3.09  -0.18
O 0.00 -1.97 -3.03  -0.55
O 2.22 -1.57 -3.21  -0.30
C 3.01 -0.47 -3.19  0.71
O 4.20 -0.48 -3.18  -0.54
H 2.51 2.41 -0.90  0.28
H 1.95 3.18 -3.94  0.06
H 3.99 2.37 -3.70  0.06
H -0.88 0.66 -2.00  0.40
H -1.10 0.42 -3.68  0.34
H 0.03 2.93 -2.48  0.38
H -0.32 2.68 -4.21  0.32
H -2.28 2.33 -2.25  0.26
C 6.02 -2.19 3.69  -0.77
O 5.08 -2.90 2.91  -0.29
C 3.80 -2.29 2.89  -0.55
C 3.10 -2.50 1.57  -0.45
O 3.61 -1.71 0.50  -0.37
C 4.85 -2.08 -0.09  -0.55
C 4.79 -3.32 -0.95  -0.35
O 4.74 -4.49 -0.15  -0.28
C 4.17 -5.59 -0.82  -0.74
H 5.77 -2.24 4.75  0.33
H 6.99 -2.66 3.53  0.23
H 6.08 -1.15 3.37  0.34
H 3.88 -1.22 3.09  0.35
H 3.19 -2.74 3.69  0.39
H 2.07 -2.16 1.70  0.39
H 3.06 -3.55 1.30  0.20
H 5.64 -2.14 0.65  0.20
H 5.09 -1.25 -0.75  0.48
H 5.69 -3.36 -1.57  0.42
H 3.91 -3.26 -1.60  0.16
H 3.21 -5.32 -1.28  0.31
H 3.99 -6.37 -0.08  0.24
H 4.84 -5.98 -1.59  0.32
C -8.19 1.36 0.41  -0.78
O -7.03 1.20 1.20  -0.28
C -6.11 0.27 0.65  -0.56
C -4.68 0.66 0.95  -0.42
O -4.19 1.76 0.20  -0.36
C -4.65 3.06 0.53  -0.37
C -4.13 3.61 1.84  -0.62
O -4.80 3.02 2.94  -0.25
C -4.05 3.06 4.13  -0.77
H -8.80 0.45 0.42  0.33
H -8.77 2.18 0.85  0.23
H -7.94 1.63 -0.62  0.35
H -6.24 0.20 -0.44  0.35
H -6.31 -0.71 1.08  0.39
H -4.05 -0.18 0.65  0.38
H -4.53 0.81 2.02  0.18
H -5.74 3.13 0.48  0.16
H -4.25 3.70 -0.26  0.41
H -4.31 4.69 1.87  0.42
H -3.05 3.42 1.90  0.34
H -3.03 2.68 3.97  0.34
H -4.54 2.42 4.86  0.24
H -4.00 4.08 4.53  0.31

As for the molar mass: 457.46 g/mol. Its HOMO energy is -9.159 eV. The energy above the lowest of the compared OMol25 structures with the same formula, charge and spin comes out at 120.8 kcal/mol. As for the LUMO energy: -1.41 eV. Its SMILES is N=[PH2]C1=C(CCO)C(=O)OC1=O.COCCOCCOC.COCCOCCOC.

(2)
Here is a structure of composition C18H37AsFIrNSSbSi from OMol25. Energies are from ωB97M-V with the def2-TZVPD basis set.

Each line ends with the Löwdin spin population.
Element x y z (Å)
Ir 0.42 0.41 -0.43  2.18
C 3.14 0.03 -0.10  0.07
Si 2.91 -1.14 -1.55  0.05
C 4.12 -2.54 -1.52  0.00
C 2.87 -0.15 -3.13  0.04
N 1.15 -1.53 -1.35  0.55
C 0.45 -2.61 -1.75  0.07
C 1.06 -3.83 -2.10  0.33
C 0.30 -4.98 -2.54  0.29
C -1.09 -4.95 -2.64  0.11
C -1.73 -3.78 -2.31  0.19
C -0.98 -2.65 -1.87  0.29
F -1.67 -1.59 -1.57  0.12
H 4.09 0.57 -0.19  0.01
H 3.13 -0.46 0.87  0.01
H 2.38 0.85 -0.08  0.02
H 5.12 -2.11 -1.47  0.00
H 4.09 -3.13 -2.44  0.00
H 4.00 -3.20 -0.66  0.00
H 3.78 0.44 -3.20  0.01
H 2.00 0.51 -3.17  0.00
H 2.83 -0.81 -4.00  0.00
H 2.13 -3.91 -2.02  0.01
H 0.83 -5.89 -2.81  0.01
H -1.64 -5.82 -2.97  0.00
H -2.81 -3.69 -2.39  0.00
C -0.08 2.14 3.66  0.00
C -0.14 0.62 3.75  0.04
Sb -0.85 -0.24 1.92  0.15
C -1.01 -2.36 2.28  0.03
C -1.05 -2.69 3.77  0.01
C -2.89 0.42 1.76  0.02
C -3.69 0.10 3.02  0.01
H 0.28 2.55 4.61  0.00
H -1.07 2.58 3.48  0.00
H 0.60 2.48 2.88  0.00
H -0.84 0.28 4.52  0.00
H 0.83 0.18 3.95  0.00
H -0.16 -2.83 1.79  0.00
H -1.93 -2.67 1.77  0.00
H -0.15 -2.36 4.29  0.00
H -1.13 -3.77 3.91  0.00
H -1.92 -2.24 4.26  0.00
H -3.30 -0.06 0.87  0.00
H -2.83 1.49 1.57  0.00
H -3.77 -0.97 3.20  0.00
H -4.71 0.48 2.92  0.00
H -3.27 0.57 3.91  0.00
C -2.28 4.85 -1.69  0.01
As -0.59 3.98 -1.50  0.05
C 0.15 4.41 0.22  0.01
C 0.56 4.56 -2.92  0.01
S -1.01 1.84 -1.66  0.28
H -2.12 5.93 -1.66  0.00
H -2.94 4.55 -0.88  0.00
H -2.72 4.58 -2.64  0.00
H 0.29 5.49 0.27  0.00
H 1.12 3.92 0.35  0.00
H -0.55 4.09 0.98  0.00
H 0.62 5.65 -2.86  0.00
H 0.10 4.28 -3.87  0.00
H 1.55 4.12 -2.84  0.00

As for the molar mass: 735.55 g/mol. Its expectation value of S² is 8.786. Its total charge is +3. Its HOMO energy (spin up / spin down) is -16.117 / -17.407 eV. The energy above the lowest of the compared OMol25 structures with the same formula, charge and spin comes out at 9.1 kcal/mol. Its spin multiplicity is 6. As for the LUMO energy (spin up / spin down): -9.43 / -13.19 eV.

(3)
Here is a structure of composition C18H37BrN3O6S2 from OMol25. Energies are from ωB97M-V with the def2-TZVPD basis set.

Each line ends with the Löwdin spin population.
Element x y z (Å)
O 5.18 0.79 1.24  0.00
S 4.59 2.03 1.71  0.00
O 4.93 2.45 3.05  0.00
N 3.05 2.18 1.32  0.00
S 1.97 1.22 1.95  0.00
O 2.27 0.72 3.26  0.00
O 1.41 0.30 0.99  0.00
Br 0.29 2.71 2.23  0.00
H 5.01 3.00 0.88  0.00
C -3.43 -2.37 1.30  0.00
C -2.10 -1.67 1.56  0.03
C -0.92 -2.63 1.38  0.01
C -0.86 -3.70 2.46  0.00
C -0.84 -3.08 3.86  0.01
C -1.93 -2.02 4.12  0.03
N -2.02 -1.09 2.95  0.36
O -1.14 -0.16 3.02  0.55
C -3.28 -2.68 4.42  0.00
C -1.55 -1.19 5.34  0.00
C -1.99 -0.52 0.57  0.00
H -3.52 -2.55 0.23  0.00
H -3.53 -3.34 1.79  0.00
H -4.27 -1.75 1.61  0.00
H 0.01 -2.04 1.39  0.00
H -0.99 -3.08 0.39  0.00
H -1.69 -4.40 2.37  0.00
H 0.05 -4.29 2.33  0.00
H -0.94 -3.86 4.62  0.00
H 0.14 -2.61 4.02  0.00
H -4.06 -1.92 4.49  0.00
H -3.22 -3.19 5.38  0.00
H -3.58 -3.42 3.68  0.00
H -0.55 -0.77 5.25  0.00
H -1.58 -1.84 6.22  0.00
H -2.25 -0.37 5.49  0.00
H -2.81 0.19 0.71  0.00
H -2.07 -0.93 -0.44  0.00
H -1.05 0.01 0.66  0.00
C 2.10 2.06 -5.11  0.00
C 2.21 1.88 -3.59  0.03
C 2.31 0.40 -3.22  0.01
C 1.01 -0.36 -3.47  0.00
C -0.17 0.31 -2.75  0.01
C -0.30 1.82 -2.98  0.03
N 1.05 2.47 -2.85  0.36
O 1.34 2.71 -1.63  0.55
C -0.95 2.13 -4.33  0.00
C -1.20 2.41 -1.90  0.00
C 3.47 2.61 -3.14  0.00
H 3.07 1.84 -5.55  0.00
H 1.38 1.41 -5.58  0.00
H 1.85 3.10 -5.35  0.00
H 2.56 0.32 -2.16  0.00
H 3.13 -0.05 -3.78  0.00
H 0.80 -0.44 -4.54  0.00
H 1.11 -1.38 -3.10  0.00
H -1.11 -0.16 -3.05  0.00
H -0.05 0.13 -1.68  0.00
H -0.94 3.20 -4.52  0.00
H -1.99 1.80 -4.30  0.00
H -0.48 1.62 -5.17  0.00
H -0.86 2.15 -0.90  0.00
H -2.21 2.02 -2.04  0.00
H -1.24 3.50 -1.97  0.00
H 3.40 3.68 -3.36  0.00
H 4.33 2.20 -3.67  0.00
H 3.64 2.50 -2.07  0.00

As for the molar mass: 535.55 g/mol. Its expectation value of S² is 2.008. Its total charge is -1. Its HOMO energy (spin up / spin down) is -5.663 / -5.788 eV. Its spin multiplicity is 3. As for the LUMO energy (spin up / spin down): 2.54 / 2.54 eV.

(4)
Here is a cluster of 6 separate species, C18H37Cl10NO4 in total from OMol25. Energies are from ωB97M-V with the def2-TZVPD basis set.

Each line ends with the Mulliken charge.
Element x y z (Å)
C -2.52 -2.16 2.90  -0.32
C -2.61 -1.76 1.28  0.37
O -3.74 -2.17 0.63  -0.56
O -1.58 -0.98 0.57  -0.18
C -0.85 -1.94 -0.29  -0.31
C 0.70 -2.24 0.25  0.14
O 1.61 -1.69 -0.77  -0.45
C 2.51 -0.65 -0.19  0.48
C 3.76 -0.47 -1.23  -0.79
N 4.28 0.94 -1.37  -0.31
C 3.27 1.89 -1.95  0.18
C 2.55 2.89 -0.87  0.57
O 3.43 3.45 0.16  -0.59
H -1.49 -2.71 3.08  -0.08
H -3.40 -2.90 3.17  0.34
H -2.65 -1.21 3.59  0.27
H -0.77 -1.56 -1.41  0.14
H -1.42 -2.97 -0.30  0.29
H 0.84 -3.40 0.36  0.27
H 0.82 -1.74 1.31  -0.21
H 2.84 -1.03 0.87  0.29
H 1.85 0.30 -0.03  -0.16
H 3.48 -1.00 -2.25  0.23
H 4.66 -1.12 -0.79  0.29
H 4.74 1.29 -0.50  0.26
H 2.40 1.26 -2.45  -0.09
H 3.74 2.52 -2.85  0.08
H 1.58 2.44 -0.36  -0.81
H 2.15 3.83 -1.50  0.35
H 3.63 2.66 0.78  0.31
Cl 2.58 -0.67 5.54  -0.20
C 0.97 0.09 5.39  -0.53
C 0.42 -0.01 3.98  0.01
Cl 1.33 0.99 2.82  -0.07
H 1.06 1.13 5.72  0.42
H 0.31 -0.43 6.09  0.32
H -0.61 0.35 3.96  0.20
H 0.43 -1.04 3.62  -0.13
Cl -0.75 3.32 -1.86  -0.10
C -1.12 3.01 -0.15  -0.15
C -2.20 3.93 0.39  -0.46
Cl -1.65 5.62 0.50  -0.21
H -0.19 3.10 0.42  0.33
H -1.45 1.97 -0.08  -0.03
H -2.49 3.62 1.39  0.34
H -3.10 3.91 -0.25  0.34
Cl 2.57 2.55 -5.77  -0.19
C 0.93 2.09 -6.28  -0.45
C -0.07 2.15 -5.13  -0.42
Cl 0.22 0.89 -3.91  -0.07
H 0.97 1.08 -6.72  0.28
H 0.63 2.79 -7.07  0.37
H -1.09 1.99 -5.51  0.17
H -0.05 3.12 -4.63  0.30
Cl -2.29 0.19 -7.00  -0.19
C -3.29 -0.63 -5.77  -0.37
C -4.71 -0.07 -5.72  -0.39
Cl -4.76 1.59 -5.10  -0.18
H -2.79 -0.53 -4.80  0.16
H -3.32 -1.69 -6.03  0.37
H -5.32 -0.68 -5.05  0.30
H -5.17 -0.08 -6.71  0.30
Cl -0.52 -3.06 5.04  -0.16
C 0.51 -3.78 6.29  -0.57
C -0.26 -4.72 7.20  -0.41
Cl -1.43 -3.86 8.23  -0.18
H 0.97 -2.96 6.86  0.30
H 1.30 -4.33 5.77  0.29
H 0.43 -5.24 7.87  0.33
H -0.81 -5.48 6.63  0.31

As for the molar mass: 686.03 g/mol. Its HOMO energy is -8.558 eV. The energy above the lowest of the compared OMol25 structures with the same formula, charge and spin comes out at 116.5 kcal/mol. As for the LUMO energy: 0.22 eV. Its SMILES is CC(=O)OCCOCCNCCO.ClCCCl.ClCCCl.ClCCCl.ClCCCl.ClCCCl.

(5)
Here is a structure of composition C18H37Cl3NO2PPdSe2 from OMol25. Energies are from ωB97M-V with the def2-TZVPD basis set.

Each line ends with the Löwdin spin population.
Element x y z (Å)
Pd -0.70 -0.75 1.57  1.18
C -3.53 -3.60 -1.88  0.02
Se -2.75 -1.92 -1.27  0.35
C -4.35 -0.80 -1.30  0.01
C -5.32 -1.35 -0.28  0.02
Se -4.26 -1.63 1.34  0.51
C -5.32 -3.00 2.19  0.06
H -4.12 -3.40 -2.77  0.00
H -4.13 -4.05 -1.10  0.00
H -2.70 -4.25 -2.12  0.00
H -4.76 -0.79 -2.31  0.00
H -4.02 0.21 -1.05  0.00
H -5.72 -2.32 -0.59  0.00
H -6.16 -0.69 -0.06  0.01
H -5.45 -3.85 1.53  0.01
H -6.28 -2.55 2.43  0.02
H -4.80 -3.29 3.10  0.00
Cl -0.78 0.99 5.75  0.00
C -0.71 -0.59 5.01  0.00
Cl -1.11 -1.85 6.16  0.00
Cl 0.93 -0.87 4.33  0.02
C -1.60 -0.70 3.75  0.01
O -1.59 -1.84 3.17  0.11
O -2.07 0.32 3.22  0.12
C 3.69 -0.35 -1.85  0.01
C 2.23 -0.59 -1.44  0.03
C 1.39 -0.80 -2.71  0.00
C 2.14 -1.89 -0.60  0.02
P 1.57 0.86 -0.47  0.14
N 0.18 0.28 0.30  1.22
C 0.92 2.26 -1.54  0.02
C 1.97 2.73 -2.55  0.00
C 0.52 3.46 -0.67  0.00
C -0.35 1.81 -2.28  0.01
C 2.65 1.38 0.96  0.03
C 3.75 2.34 0.45  0.01
C 3.31 0.15 1.58  0.00
C 1.83 2.07 2.06  0.01
H 4.00 -1.20 -2.46  0.00
H 4.37 -0.32 -0.99  0.00
H 3.82 0.55 -2.44  0.00
H 1.75 -1.71 -3.19  0.00
H 1.50 0.01 -3.42  0.00
H 0.33 -0.94 -2.48  0.00
H 2.29 -2.72 -1.29  0.00
H 1.17 -2.02 -0.14  0.01
H 2.91 -1.95 0.16  0.00
H 2.91 3.03 -2.09  0.00
H 1.57 3.60 -3.07  0.00
H 2.18 1.98 -3.31  0.00
H 1.37 3.94 -0.19  0.00
H -0.23 3.20 0.09  0.00
H 0.06 4.20 -1.33  0.00
H -0.16 1.10 -3.08  0.00
H -0.80 2.69 -2.73  0.00
H -1.09 1.38 -1.60  0.01
H 4.35 1.93 -0.35  0.00
H 4.42 2.54 1.29  0.00
H 3.35 3.30 0.13  0.00
H 4.08 -0.29 0.95  0.00
H 2.59 -0.62 1.86  0.00
H 3.80 0.47 2.50  0.00
H 1.33 2.98 1.75  0.00
H 2.54 2.34 2.84  0.00
H 1.10 1.40 2.51  0.00

As for the molar mass: 701.17 g/mol. Its expectation value of S² is 6.024. Its total charge is +2. Its HOMO energy (spin up / spin down) is -14.891 / -15.199 eV. The energy above the lowest of the compared OMol25 structures with the same formula, charge and spin comes out at 32.3 kcal/mol. Its spin multiplicity is 5. As for the LUMO energy (spin up / spin down): -5.05 / -8.58 eV.

(6)
Here is a structure of composition C18H37F4IrN3O5S2Si from OMol25. Energies are from ωB97M-V with the def2-TZVPD basis set.

Each line ends with the Mulliken charge.
Element x y z (Å)
Ir -0.13 -0.19 -0.09  1.99
C 0.28 3.82 2.32  -1.27
Si -0.76 2.43 1.59  0.61
C -2.23 2.07 2.71  -1.15
C -1.21 3.12 -0.08  -0.83
N 0.27 0.94 1.37  0.23
C 1.24 0.68 2.38  0.27
C 1.00 1.17 3.68  0.00
C 1.87 1.00 4.74  -1.18
C 3.04 0.29 4.56  -0.46
C 3.29 -0.28 3.32  -0.82
C 2.40 -0.09 2.29  0.44
F 2.75 -0.71 1.13  -0.27
H -0.06 4.74 1.85  0.48
H 1.34 3.71 2.10  0.35
H 0.17 3.94 3.40  0.38
H -2.03 2.37 3.74  0.51
H -2.49 1.01 2.70  0.24
H -3.11 2.63 2.38  0.40
H -1.99 3.88 0.07  0.44
H -1.55 2.45 -0.86  0.15
H -0.33 3.65 -0.47  0.08
H 0.06 1.66 3.87  0.39
H 1.62 1.42 5.70  0.46
H 3.74 0.15 5.38  0.40
H 4.17 -0.88 3.14  0.48
F 2.95 3.39 -3.27  -0.25
C 1.78 3.20 -2.66  0.70
F 1.25 4.37 -2.37  -0.22
F 2.04 2.55 -1.50  -0.21
S 0.63 2.17 -3.71  1.05
O -0.16 3.10 -4.44  -0.61
O 1.59 1.38 -4.51  -0.86
O -0.05 1.32 -2.74  -0.75
C -4.67 -0.12 0.26  -1.09
S -3.20 0.56 -0.48  0.51
C -3.12 -0.43 -1.96  -0.52
O -2.13 0.00 0.49  -0.85
H -4.49 -1.16 0.50  0.27
H -5.49 -0.01 -0.45  0.46
H -4.89 0.45 1.16  0.39
H -3.91 -0.07 -2.63  0.65
H -3.23 -1.48 -1.72  0.06
H -2.15 -0.23 -2.41  -0.10
N 2.40 -1.01 -4.31  -0.12
C 2.84 -1.69 -3.05  -1.01
C 1.76 -1.74 -1.98  -0.13
N 1.63 -0.49 -1.20  -0.68
H 3.18 -0.95 -4.97  0.42
H 2.04 0.03 -4.22  0.23
H 1.66 -1.53 -4.76  0.40
H 3.74 -1.19 -2.71  0.36
H 3.10 -2.71 -3.32  0.44
H 2.00 -2.54 -1.28  0.18
H 0.79 -1.99 -2.40  0.25
H 1.50 0.31 -1.81  -0.16
H 2.46 -0.32 -0.64  0.35
C -1.76 -4.08 -0.57  -1.83
C -0.89 -3.10 0.22  1.70
C 0.47 -3.72 0.51  -1.69
C -1.57 -2.75 1.54  -1.37
O -0.74 -1.95 -0.62  -0.27
H -1.80 -5.05 -0.06  0.43
H -1.35 -4.23 -1.57  0.37
H -2.78 -3.70 -0.67  0.33
H 0.40 -4.47 1.30  0.53
H 1.17 -2.94 0.85  0.13
H 0.89 -4.21 -0.37  0.33
H -1.83 -3.66 2.08  0.58
H -2.47 -2.17 1.37  0.03
H -0.91 -2.15 2.17  0.26

As for the molar mass: 735.94 g/mol. Its total charge is +1. Its HOMO energy (spin up / spin down) is -10.611 / -10.786 eV. The energy above the lowest of the compared OMol25 structures with the same formula, charge and spin comes out at 0.0 kcal/mol. As for the LUMO energy (spin up / spin down): -3.58 / -3.76 eV.